{
  "formula": "C28H44BrN3NiP2",
  "method": "ωB97M-V with the def2-TZVPD basis set",
  "elements": ["C", "C", "C", "C", "N", "C", "C", "C", "C", "C", "C", "C", "C", "C", "Ni", "P", "H", "H", "H", "H", "H", "H", "H", "H", "C", "C", "H", "H", "H", "H", "H", "C", "C", "H", "H", "H", "H", "H", "C", "C", "H", "H", "H", "H", "H", "Br", "P", "C", "C", "H", "H", "H", "H", "H", "C", "C", "H", "H", "H", "H", "H", "C", "C", "H", "H", "H", "H", "H", "C", "N", "C", "C", "N", "H", "H", "H", "H", "H", "H"],
  "positions_angstrom": [[-3.755534, -2.107816, 0.994141], [-3.340049, -1.534683, -0.220422], [-4.215414, -0.682930, -0.926333], [-5.529816, -0.620200, -0.463060], [-5.952914, -1.245844, 0.628203], [-5.093926, -1.957369, 1.343938], [-2.057256, -1.935726, -0.686104], [-0.772036, -1.812074, -0.694489], [0.161841, -2.706144, -1.301334], [1.532639, -2.414552, -1.229288], [2.414936, -3.012190, -2.131406], [1.858906, -3.900871, -3.048624], [0.528703, -4.345126, -3.013393], [-0.322401, -3.745611, -2.104558], [1.351820, -0.266547, -0.219637], [-0.496267, 1.009669, 1.401233], [-3.913777, -0.119005, -1.799664], [-3.086322, -2.695393, 1.607691], [-6.276374, -0.049032, -1.004093], [-5.481737, -2.441188, 2.230454], [-1.379456, -3.992226, -2.062171], [2.006876, -1.708503, -0.511855], [0.171292, -5.090311, -3.699105], [3.483534, -2.783736, -2.207499], [0.448856, 2.371213, 2.273372], [-0.258376, 3.602897, 2.832013], [1.211390, 2.689222, 1.545457], [0.980931, 1.846041, 3.080654], [0.503127, 4.283539, 3.239556], [-0.812569, 4.164295, 2.069596], [-0.943500, 3.356223, 3.653040], [-2.021221, 1.912973, 0.694987], [-3.299414, 2.199218, 1.494375], [-2.292430, 1.266467, -0.156099], [-1.641609, 2.860225, 0.278300], [-4.010348, 2.697846, 0.813817], [-3.801519, 1.286426, 1.854950], [-3.133602, 2.885221, 2.339830], [-1.270439, 0.086258, 2.814919], [-1.745959, 0.761476, 4.104404], [-0.502395, -0.656802, 3.073297], [-2.109034, -0.471467, 2.372430], [-2.135594, -0.013067, 4.779405], [-0.945874, 1.272786, 4.648932], [-2.566633, 1.469022, 3.945932], [3.015345, -4.565969, -4.466260], [1.062344, 1.316891, -1.868517], [0.458217, 3.038361, -1.559068], [1.195311, 4.189376, -2.264250], [0.523138, 3.169760, -0.460638], [-0.618760, 3.049630, -1.819522], [0.733335, 5.130001, -1.906403], [2.268553, 4.205932, -2.000867], [1.077189, 4.141657, -3.362709], [2.892995, 1.268170, -1.913878], [3.568868, 1.445282, -3.268456], [3.164540, 0.273928, -1.483150], [3.236438, 2.016948, -1.183019], [4.655345, 1.349344, -3.094442], [3.262110, 0.661125, -3.979538], [3.369151, 2.442237, -3.692218], [0.200818, 0.633890, -3.343147], [-0.011610, 1.561189, -4.553169], [-0.776063, 0.288593, -2.955546], [0.756707, -0.277114, -3.623484], [-0.490524, 0.957713, -5.345880], [-0.684752, 2.403405, -4.309816], [0.944165, 1.953694, -4.944507], [3.390551, -3.880942, 2.446660], [2.971160, -2.586365, 3.020484], [3.336507, -2.205516, 4.398966], [2.351284, -1.727992, 2.277457], [1.866158, -1.011071, 1.466916], [4.021142, -4.389199, 3.172541], [3.967663, -3.723188, 1.520556], [2.513530, -4.511065, 2.229833], [3.883356, -1.245849, 4.393336], [2.429446, -2.102392, 5.019031], [3.975283, -2.983069, 4.816913]],
  "atomic_forces_ev_per_a": [[-0.69, 0.02, -0.49], [-0.47, -0.44, 0.00], [-0.21, -0.69, 0.40], [0.45, 0.34, -0.07], [-0.29, -0.15, -0.01], [0.38, 0.18, 0.17], [3.97, 3.33, 1.38], [-4.79, -1.73, -0.18], [1.43, 0.39, 0.22], [0.29, -0.44, -1.29], [-0.28, -0.21, -0.44], [0.82, -0.75, -0.84], [0.57, 0.60, 0.48], [0.48, 0.04, -0.33], [-3.14, 2.34, 0.82], [-1.37, 1.70, 1.06], [0.04, -0.29, -0.10], [0.02, -0.12, -0.17], [0.06, 0.06, 0.04], [-0.05, 0.03, 0.08], [0.20, 0.03, -0.08], [0.31, -1.71, -0.45], [0.01, -0.18, -0.18], [-0.49, -0.01, 0.23], [0.33, -0.50, -0.39], [-0.13, 0.16, 0.20], [-0.01, -0.04, 0.29], [0.05, 0.15, -0.18], [-0.23, -0.17, -0.10], [0.09, -0.19, 0.12], [0.15, 0.06, -0.31], [0.71, -0.43, -0.71], [-0.09, 0.04, 0.22], [0.02, 0.32, 0.04], [-0.11, -0.36, 0.06], [0.26, -0.18, 0.24], [0.29, 0.28, -0.06], [-0.03, -0.33, -0.31], [0.43, -0.80, -0.31], [-0.14, 0.23, 0.15], [-0.24, -0.07, 0.03], [0.25, 0.04, 0.03], [0.13, 0.12, -0.20], [-0.06, -0.06, -0.19], [0.28, -0.13, -0.03], [-0.66, 0.30, 0.86], [-0.53, -0.43, 0.21], [-0.01, -0.21, 0.32], [-0.11, 0.09, -0.04], [-0.07, 0.02, -0.54], [0.50, -0.12, 0.13], [0.38, -0.39, -0.29], [-0.49, 0.04, -0.19], [0.15, 0.03, 0.55], [-0.04, 0.15, -0.21], [0.66, -0.06, -0.01], [0.17, 0.42, -0.30], [-0.06, -0.13, -0.18], [-0.40, 0.10, -0.38], [0.09, 0.37, 0.22], [0.04, -0.42, 0.12], [0.17, 0.05, -0.02], [0.04, -0.13, -0.12], [0.40, 0.10, -0.06], [-0.16, 0.23, 0.06], [0.22, 0.44, 0.27], [0.37, -0.37, -0.12], [-0.48, -0.15, 0.15], [-0.23, -0.25, -0.60], [-0.03, 0.24, 0.38], [-0.22, 0.55, 0.42], [-0.49, 1.13, -2.22], [1.46, -1.96, 2.62], [-0.06, 0.11, -0.03], [-0.22, -0.04, 0.38], [0.34, 0.24, 0.10], [-0.20, -0.48, 0.03], [0.44, -0.11, -0.22], [-0.11, 0.13, -0.09]],
  "mulliken_charge": [-0.3283, 0.3492, -0.2658, -0.4925, -0.5333, -0.5329, -0.6442, 1.0745, 0.1838, 0.1312, -0.8951, -0.0731, -0.5764, -0.8719, -0.4539, 0.4880, 0.4631, 0.4965, 0.4093, 0.4041, 0.4825, 1.1573, 0.4973, 0.5380, -0.7244, -1.3484, 0.5025, 0.6129, 0.4382, 0.2285, 0.2773, -0.1103, -1.6059, 0.1846, 0.5055, 0.4254, 0.2712, 0.2884, 0.0105, -1.4239, 0.4599, -0.1684, 0.4353, 0.3386, 0.2401, -0.1423, 1.0082, -0.1519, -1.4047, 0.0498, 0.5325, 0.4441, 0.3013, 0.3028, -0.7330, -1.4169, 0.3915, 0.5541, 0.4389, 0.3240, 0.3191, -0.4627, -1.2959, 0.1765, 0.4443, 0.4280, 0.3255, 0.2855, -0.7167, 0.0294, -0.7951, 0.4574, -0.3740, 0.2924, 0.3180, 0.2902, 0.3235, 0.3147, 0.2967],
  "lumo_ha": [-0.2307, -0.2675],
  "charge": 2,
  "de_lowest_kj_mol": 264.2,
  "homo_lumo_gap_ev": [7.44, 6.45],
  "fmax_ev_per_a": 5.4,
  "homo_ev": [-13.7198, -13.7283],
  "spin_multiplicity": 3
}